Model P:
# C4H9NO3

An isolated molecule of C4H9NO3 (wB97M-V/def2-TZVPD, the OMol25 dataset).

Computed properties:
E_LUMO ... 0.0148 hartree
HOMO-LUMO gap ... 10.35 eV
Highest occupied orbital energy ... -0.3656 Ha

```
17
C4H9NO3, DFT wB97M-V/def2-TZVPD
O 0.5219 -0.5511 -3.3549
O 1.1853 1.0743 -2.1437
O -2.0982 -0.3143 1.5944
N 0.2193 -0.7897 -1.0393
C 0.9514 -0.5234 0.1867
C -1.2023 0.6161 1.1142
C 0.2030 0.2198 1.2657
C 0.5790 -0.1148 -2.2253
H -1.4506 1.0042 -0.0337
H 0.8621 1.0699 1.6870
H -2.5218 -0.8771 0.8729
H 1.3950 -1.4870 0.6373
H 0.2479 -0.5693 2.1102
H 1.8829 0.0099 -0.1765
H 1.1500 1.4581 -1.1861
H -0.3232 -1.6583 -1.0102
H -1.6016 1.4326 1.7014
```



Model Q:
# C4H9NO3

An isolated molecule of C4H9NO3 (wB97M-V/def2-TZVPD, the OMol25 dataset).

Computed properties:
E_LUMO ... 0.0217 hartree
HOMO-LUMO gap ... 8.97 eV
Highest occupied orbital energy ... -0.3078 Ha

```
17
C4H9NO3, DFT wB97M-V/def2-TZVPD
O 0.0688 -0.8424 -0.1349
O -1.6065 0.3943 -1.2807
O -0.3126 2.3109 0.1199
N 0.5957 1.2811 0.5499
C -1.2911 -0.2803 -0.3133
C 0.9744 0.1973 -0.4047
C -2.2554 -1.1303 0.4557
C 2.3913 -0.2657 -0.1024
H -2.9343 -0.4760 1.0098
H -0.6310 2.0253 -0.7647
H 2.6569 -1.0825 -0.7830
H 0.9028 0.5720 -1.4359
H 3.1183 0.5431 -0.2346
H -1.7308 -1.7937 1.1469
H 0.4078 0.9743 1.5019
H 2.4733 -0.6790 0.9091
H -2.8274 -1.7485 -0.2389
```



Model R:
# C4H9NO3

C4H9NO3 as an isolated structure (wB97M-V/def2-TZVPD, the OMol25 dataset).

Computed properties:
E_LUMO ... -0.0152 hartree
HOMO-LUMO gap ... 9.47 eV
Highest occupied orbital energy ... -0.3632 Ha

```
17
C4H9NO3, DFT wB97M-V/def2-TZVPD
O 2.0043 -0.2520 -0.5881
O -1.5549 -1.0822 -0.8510
O 1.3809 1.9139 -0.0847
N 0.8448 -1.6058 0.4651
C 1.2181 0.7011 0.0203
C -1.4456 -0.2703 0.3368
C -2.0552 1.2166 0.0849
C 0.0743 -0.2261 0.6727
H 0.9569 -2.2233 -0.5085
H 0.4218 0.0325 1.7679
H 1.9220 -1.1976 -0.1251
H -1.8753 1.9323 0.8952
H -1.9700 -0.5649 1.3311
H -1.7166 1.8015 -0.6783
H -3.2485 0.8738 0.1818
H 0.3714 -2.4291 1.1500
H -2.1674 -0.1505 -1.7676
```



Computed stability ranking, most favorable first: model P, model Q, model R